No. 1
DFT (ωB97M-V/def2-TZVPD) results for a molecular structure, C43H66OP3S3SiTi at a distorted geometry.

Each line ends with the Löwdin charge.
Element x y z (Å)
Ti1 0.1609 0.4691 0.8697  0.70
C1 -3.7836 3.2261 0.0182  -0.08
C2 -2.2936 3.1235 0.3355  -0.53
C3 -1.6739 4.5165 0.4494  -0.17
P1 -1.1625 2.0142 -0.7154  1.09
C4 -0.2768 3.1492 -1.9293  -0.49
C5 -1.1698 3.9051 -2.9115  -0.08
C6 0.7514 2.3239 -2.6998  -0.11
C7 -2.1849 0.9918 -1.8377  -0.35
C8 -3.2790 1.5619 -2.4871  -0.09
C9 -4.1159 0.7997 -3.2837  -0.02
C10 -3.8781 -0.5551 -3.4295  -0.03
C11 -2.7518 -1.1091 -2.8480  -0.10
C12 -1.8713 -0.3572 -2.0642  -0.26
Si1 -0.2106 -1.2356 -1.7244  0.73
C13 -0.6115 -2.9860 -1.1184  -0.26
C14 -0.6410 -4.0695 -1.9936  -0.08
C15 -0.8623 -5.3554 -1.5317  -0.02
C16 -1.0715 -5.5750 -0.1801  -0.02
C17 -1.0914 -4.5062 0.6991  -0.08
C18 -0.8619 -3.2113 0.2398  -0.35
P2 -0.8852 -1.8340 1.4344  1.10
C19 -2.6822 -1.6808 1.9690  -0.52
C20 -3.2960 -0.5962 1.0817  -0.11
C21 -3.5330 -2.9429 1.9254  -0.08
C22 0.1516 -2.4417 2.8978  -0.50
C23 -0.5598 -3.2278 3.9968  -0.07
C24 1.3984 -3.1831 2.4149  -0.08
C25 0.7264 -1.0908 -3.3745  -0.23
C26 0.1497 -1.2853 -4.6230  -0.05
C27 0.8929 -1.1226 -5.7840  -0.02
C28 2.2363 -0.7890 -5.7031  -0.02
C29 2.8360 -0.5955 -4.4663  -0.05
C30 2.0809 -0.7223 -3.3084  -0.31
P3 2.7302 -0.5570 -1.6313  1.14
C31 3.5839 -2.1446 -1.1896  -0.45
C32 2.6459 -3.3373 -1.2939  -0.07
C33 4.7881 -2.3233 -2.1106  -0.07
C34 4.0123 0.7565 -1.2519  -0.44
C35 3.5120 1.7137 -0.1728  -0.11
C36 4.5165 1.4825 -2.4924  -0.08
H1 -4.2892 3.6497 0.8845  0.10
H2 -4.2367 2.2598 -0.1912  0.07
H3 -3.9770 3.8993 -0.8125  0.08
H4 -2.2105 2.6401 1.3260  0.03
H5 -1.8249 5.1011 -0.4518  0.08
H6 -0.6057 4.4584 0.6644  0.04
H7 -2.1461 5.0522 1.2676  0.08
H8 0.2551 3.8747 -1.3000  0.10
H9 -1.5773 3.2424 -3.6707  0.08
H10 -0.5644 4.6566 -3.4153  0.10
H11 -1.9842 4.4314 -2.4230  0.07
H12 0.2614 1.6490 -3.4014  0.09
H13 1.3699 1.7343 -2.0154  0.02
H14 1.3980 2.9880 -3.2692  0.10
H15 -3.4743 2.6162 -2.3980  0.09
H16 -4.9536 1.2672 -3.7756  0.13
H17 -4.5486 -1.1647 -4.0162  0.13
H18 -2.5546 -2.1591 -2.9976  0.10
H19 -0.4746 -3.8997 -3.0463  0.11
H20 -0.8634 -6.1828 -2.2226  0.13
H21 -1.2225 -6.5762 0.1930  0.13
H22 -1.2857 -4.6818 1.7440  0.10
H23 -2.6463 -1.3174 3.0021  0.06
H24 -3.3960 -0.9529 0.0547  0.08
H25 -2.6690 0.3108 1.0891  0.02
H26 -4.2880 -0.3346 1.4468  0.10
H27 -3.5758 -3.3702 0.9264  0.09
H28 -4.5474 -2.6805 2.2212  0.10
H29 -3.1797 -3.6974 2.6207  0.08
H30 0.4847 -1.4911 3.3373  0.03
H31 -0.7529 -4.2572 3.7107  0.08
H32 -1.4927 -2.7641 4.3028  0.07
H33 0.0936 -3.2610 4.8672  0.10
H34 1.1413 -4.1091 1.9071  0.08
H35 2.0277 -3.4359 3.2661  0.10
H36 1.9831 -2.5624 1.7390  0.05
H37 -0.8930 -1.5631 -4.6809  0.10
H38 0.4227 -1.2630 -6.7473  0.13
H39 2.8224 -0.6721 -6.6031  0.13
H40 3.8859 -0.3566 -4.4210  0.10
H41 3.9207 -2.0328 -0.1487  0.13
H42 2.2238 -3.4136 -2.2945  0.09
H43 1.8406 -3.2725 -0.5666  0.05
H44 3.2019 -4.2514 -1.0970  0.11
H45 4.4682 -2.5428 -3.1268  0.09
H46 5.3837 -3.1637 -1.7615  0.10
H47 5.4371 -1.4518 -2.1236  0.07
H48 4.8411 0.1864 -0.8140  0.12
H49 2.8198 2.4588 -0.5697  0.08
H50 4.3660 2.2396 0.2500  0.11
H51 3.0373 1.1540 0.6401  -0.01
H52 3.7035 1.8763 -3.0956  0.07
H53 5.1260 0.8258 -3.1055  0.08
H54 5.1496 2.3119 -2.1884  0.10
C37 2.0619 3.4136 3.3600  -0.45
C38 0.8783 3.9847 4.1127  -0.46
S1 -0.6912 3.6694 3.2286  0.90
C39 -1.8254 3.1443 4.5599  -0.45
C40 -2.2434 1.6872 4.4258  -0.45
S2 -0.9636 0.5737 3.7426  0.82
C41 0.3562 0.6717 5.0184  -0.43
C42 1.7583 0.7614 4.4274  -0.44
S3 1.8970 1.6634 2.8409  0.85
H55 2.9616 3.4707 3.9748  0.10
H56 2.2279 3.9541 2.4257  0.09
H57 0.9931 5.0672 4.1889  0.10
H58 0.7999 3.5694 5.1150  0.08
H59 -2.7097 3.7791 4.4914  0.09
H60 -1.3382 3.3471 5.5112  0.08
H61 -3.0730 1.5775 3.7281  0.08
H62 -2.5451 1.2816 5.3904  0.10
H63 0.2763 -0.2266 5.6325  0.10
H64 0.1242 1.5324 5.6382  0.07
H65 2.1526 -0.2308 4.1978  0.08
H66 2.4441 1.2410 5.1273  0.11
O1 1.3990 -0.7386 0.6437  -0.39
C43 1.2022 -0.3944 -0.6666  -0.57

Atoms 1-3, force components in eV/Å:
Ti -0.062 0.549 1.186
C 0.056 -0.213 0.002
C 0.264 -0.288 0.151

Computed properties:
net charge	+3
calculated total energy	-139053.2140	eV
frontier orbital gap	6.7	eV

---

No. 2
DFT (ωB97M-V/def2-TZVPD) results for a molecular structure, C43H68Cl2N2O5PSSeTl.

Each line ends with the Löwdin charge.
Element x y z (Å)
Tl1 -1.5762 -0.4664 1.0516  0.71
C1 -0.7891 0.5900 -6.9553  -0.05
C2 0.1510 0.0360 -5.8763  -0.56
C3 0.4732 -1.4198 -6.2167  -0.07
C4 1.4630 0.8319 -5.8891  -0.04
C5 -0.5047 0.1659 -4.5051  -0.17
C6 -0.7515 -0.9138 -3.6780  -0.05
C7 -1.3163 -0.7211 -2.4280  -0.38
Se1 -1.4634 -2.2514 -1.2856  1.17
C8 0.4013 -2.5642 -1.1085  -0.41
C9 0.9533 -3.5939 -1.8581  -0.08
C10 2.3142 -3.8251 -1.8299  -0.18
C11 3.0530 -3.0095 -0.9745  0.01
C12 2.5392 -1.9972 -0.1774  -0.07
C13 1.1498 -1.6821 -0.2915  -0.37
O1 0.6016 -0.6497 0.3006  -0.27
C14 3.5471 -1.2995 0.7501  -0.52
C15 4.3265 -2.3561 1.5551  -0.05
C16 4.5276 -0.4745 -0.0957  -0.04
C17 2.9123 -0.3721 1.7809  -0.07
C18 3.0081 -4.9038 -2.6546  -0.56
C19 3.6762 -5.9203 -1.7192  -0.05
C20 2.0256 -5.6505 -3.5572  -0.07
C21 4.0788 -4.2587 -3.5463  -0.05
C22 -1.6706 0.5454 -1.9312  -0.34
O2 -2.2138 0.6663 -0.7280  -0.27
C23 -1.4363 1.6602 -2.7733  -0.07
C24 -0.8713 1.4196 -4.0195  0.01
C25 -1.7280 3.1302 -2.4316  -0.51
C26 -2.6821 3.7207 -3.4830  -0.04
C27 -2.3717 3.3697 -1.0642  -0.06
C28 -0.4045 3.9151 -2.4471  -0.04
H1 -0.3375 0.4802 -7.9436  0.08
H2 -1.7404 0.0554 -6.9506  0.09
H3 -0.9990 1.6487 -6.7993  0.08
H4 0.9187 -1.4726 -7.2116  0.08
H5 1.1860 -1.8487 -5.5095  0.08
H6 -0.4239 -2.0413 -6.2191  0.09
H7 1.9470 0.7538 -6.8652  0.08
H8 1.2910 1.8894 -5.6847  0.08
H9 2.1509 0.4517 -5.1321  0.09
H10 -0.4716 -1.9170 -3.9690  0.10
H11 0.2932 -4.1966 -2.4671  0.09
H12 4.1178 -3.1935 -0.9132  0.10
H13 4.9345 -3.0072 0.9285  0.07
H14 4.9971 -1.8589 2.2597  0.08
H15 3.6368 -2.9835 2.1229  0.09
H16 5.0454 -1.0885 -0.8337  0.08
H17 3.9969 0.3149 -0.6316  0.09
H18 5.2798 -0.0069 0.5451  0.08
H19 2.2224 -0.9178 2.4268  0.03
H20 3.7060 0.0557 2.4013  0.09
H21 2.3608 0.4259 1.3068  0.05
H22 2.9361 -6.3917 -1.0705  0.09
H23 4.1768 -6.7016 -2.2960  0.08
H24 4.4219 -5.4430 -1.0823  0.08
H25 1.2578 -6.1672 -2.9787  0.09
H26 1.5306 -4.9733 -4.2561  0.08
H27 2.5618 -6.4011 -4.1406  0.08
H28 4.8470 -3.7601 -2.9545  0.08
H29 4.5692 -5.0170 -4.1610  0.08
H30 3.6312 -3.5152 -4.2085  0.08
H31 -0.6871 2.2751 -4.6568  0.10
H32 -3.6128 3.1513 -3.5177  0.09
H33 -2.9235 4.7554 -3.2279  0.08
H34 -2.2506 3.7176 -4.4833  0.07
H35 -3.3988 2.9971 -1.0387  0.09
H36 -1.8105 2.8998 -0.2610  0.06
H37 -2.4076 4.4464 -0.8799  0.09
H38 0.1096 3.8365 -3.4042  0.08
H39 -0.5929 4.9732 -2.2508  0.09
H40 0.2710 3.5387 -1.6760  0.08
Cl1 -3.4979 -1.2906 3.8938  0.74
C29 -2.1780 -1.4910 4.9940  -0.66
C30 -2.4624 -1.4462 6.3491  -0.11
C31 -1.4503 -1.6511 7.2677  -0.08
C32 -0.1649 -1.9079 6.8170  -0.12
C33 0.0961 -1.9355 5.4597  -0.68
Cl2 1.7347 -2.2619 4.9804  0.71
C34 -0.9000 -1.7181 4.4905  -0.67
S1 -0.3974 -1.7666 2.8074  0.69
H41 -3.4784 -1.2595 6.6656  0.10
H42 -1.6612 -1.6224 8.3273  0.11
H43 0.6462 -2.0848 7.5086  0.10
N1 -3.9685 -1.4114 0.5401  -0.05
C35 -5.2949 -0.9984 1.0139  -0.26
C36 -5.4910 0.5054 0.8875  -0.18
C37 -4.7089 1.3573 1.8801  -0.25
N2 -3.2752 1.4076 1.5720  0.00
H44 -3.8453 -1.0893 -0.4169  0.04
H45 -3.8819 -2.4220 0.5333  0.07
H46 -5.4033 -1.2990 2.0574  0.07
H47 -6.0855 -1.5135 0.4564  0.12
H48 -6.5532 0.7207 1.0238  0.12
H49 -5.2409 0.8207 -0.1317  0.12
H50 -4.8447 0.9785 2.8941  0.09
H51 -5.1260 2.3715 1.8629  0.12
H52 -2.8367 2.1183 2.1468  0.04
H53 -3.1431 1.6904 0.6027  0.02
C38 -2.3004 5.4019 4.4104  -0.07
C39 -1.8114 3.9999 4.6893  -0.31
O3 -1.3254 3.4439 3.4601  -0.33
P1 -0.7494 1.9115 3.5146  0.87
O4 -0.2916 1.8038 1.9551  -0.38
C40 0.8562 2.4813 1.3854  -0.24
C41 0.6477 3.9708 1.2190  -0.06
O5 0.6276 2.2281 4.3132  -0.29
C42 1.3828 1.0920 4.7843  -0.31
C43 2.8065 1.5280 5.0344  -0.07
H54 -2.6999 5.8489 5.3210  0.08
H55 -3.0874 5.3916 3.6564  0.08
H56 -1.4846 6.0257 4.0468  0.08
H57 -2.6212 3.3703 5.0766  0.11
H58 -1.0035 4.0027 5.4248  0.11
H59 1.0163 1.9698 0.4365  0.11
H60 1.7114 2.2872 2.0316  0.10
H61 -0.2867 4.1879 0.7042  0.06
H62 1.4679 4.3724 0.6204  0.09
H63 0.6373 4.4798 2.1805  0.07
H64 1.3426 0.2890 4.0438  0.05
H65 0.9103 0.7294 5.7016  0.11
H66 3.1986 2.0530 4.1633  0.07
H67 3.4323 0.6539 5.2169  0.07
H68 2.8734 2.1906 5.8966  0.08

Atoms 1-3, force components in eV/Å:
Tl -0.097 0.017 -0.255
C 0.004 -0.016 0.008
C 0.008 -0.022 -0.027

Computed properties:
calculated total energy	-174123.9917	eV
frontier orbital gap	6.7	eV

---

No. 3
DFT (ωB97M-V/def2-TZVPD) results for a molecular structure, C43H69N9OS2SbSi3Zr.

Each line ends with the Löwdin charge.
Element x y z (Å)
Zr1 0.2932 -1.1134 -0.6462  1.53
C1 1.2687 -4.9865 0.4933  -0.01
C2 1.0340 -3.9166 1.5227  -0.31
N1 -0.1693 -3.6810 1.8724  0.09
N2 -0.3646 -2.9466 3.0136  -0.03
C3 -0.5083 -1.6935 3.0137  -0.97
S1 -0.4181 -0.4922 1.7289  0.60
S2 -0.8729 -0.9047 4.5820  0.90
C4 0.3441 -1.7145 5.6426  -0.41
C5 1.7192 -1.0838 5.6571  -0.27
C6 2.6244 -1.5028 6.6303  -0.05
C7 3.8950 -0.9559 6.7013  -0.09
C8 4.2811 0.0257 5.7976  -0.10
C9 3.3885 0.4418 4.8234  -0.09
C10 2.1170 -0.1112 4.7505  -0.07
C11 2.2299 -3.2188 2.0650  -0.13
C12 2.8975 -3.5967 3.2204  -0.01
C13 4.0556 -2.9383 3.6077  -0.08
C14 4.5464 -1.9015 2.8281  -0.08
C15 3.8806 -1.5050 1.6780  -0.02
C16 2.7116 -2.1541 1.2917  -0.33
O1 2.0469 -1.8010 0.1777  -0.38
H1 0.4072 -5.1222 -0.1600  0.07
H2 1.4411 -5.9321 1.0142  0.10
H3 2.1747 -4.8034 -0.0856  0.08
H4 0.3922 -2.7604 5.3377  0.07
H5 -0.0822 -1.6962 6.6468  0.08
H6 2.3259 -2.2605 7.3463  0.12
H7 4.5813 -1.2866 7.4702  0.10
H8 5.2688 0.4639 5.8595  0.10
H9 3.6815 1.2042 4.1114  0.10
H10 1.4195 0.2239 3.9924  0.06
H11 2.5080 -4.4118 3.8186  0.12
H12 4.5683 -3.2265 4.5144  0.11
H13 5.4506 -1.3881 3.1268  0.11
H14 4.2607 -0.6908 1.0705  0.11
C17 -2.6877 2.7593 -2.2403  -0.30
Sb1 -1.7629 1.6041 -0.6794  1.41
C18 -0.2413 0.6347 -1.9346  -0.61
C19 -0.7015 -0.0059 -3.1782  -0.43
C20 -1.0669 0.6012 -4.3856  -0.05
C21 -1.4094 -0.1856 -5.4676  -0.05
C22 -1.4366 -1.5680 -5.3264  -0.05
C23 -1.0758 -2.1028 -4.1051  -0.17
N3 -0.6732 -1.3504 -3.0771  0.01
Si1 1.4402 1.5914 -1.9530  0.39
C24 1.0210 3.0714 -3.0844  -0.17
C25 1.7809 1.5510 1.0051  -0.20
C26 2.5475 0.5311 -3.0606  -0.15
C27 -3.4368 0.1571 -0.2331  -0.52
C28 -3.0225 -1.2667 -0.0124  -0.42
C29 -3.8138 -2.1501 0.7312  -0.04
C30 -3.6027 -3.5137 0.6821  -0.02
C31 -2.6036 -4.0260 -0.1328  -0.05
C32 -1.7848 -3.1119 -0.7503  -0.18
N4 -1.9362 -1.7831 -0.6401  -0.08
Si2 -4.2943 1.0122 1.2850  0.42
C33 -3.4357 0.6454 2.8978  -0.20
C34 -4.3126 2.8759 1.0343  -0.20
C35 -6.1013 0.5551 1.5669  -0.17
Si3 -4.8129 -0.0053 -1.5966  0.48
C36 -4.1203 -0.5382 -3.2451  -0.15
C37 -6.0433 -1.3757 -1.2095  -0.16
C38 -5.8311 1.5504 -1.8511  -0.16
H15 -1.9060 3.3796 -2.6745  -0.01
H16 -3.4322 3.4135 -1.7913  0.00
H17 -3.1449 2.1650 -3.0264  -0.01
H18 -1.0904 1.6785 -4.4573  0.10
H19 -1.6835 0.2728 -6.4093  0.12
H20 -1.7380 -2.2155 -6.1371  0.11
H21 -1.0925 -3.1741 -3.9410  0.11
H22 0.1805 3.6720 -2.7417  0.01
H23 0.7202 2.6069 -4.0273  0.03
H24 1.8512 3.7409 -3.3093  0.03
H25 0.8178 1.9913 1.2573  0.04
H26 2.5412 2.3348 0.9670  0.07
H27 2.0379 0.8495 1.7975  0.04
H28 1.9221 -0.0329 -3.7587  0.04
H29 3.1879 -0.1770 -2.5297  0.02
H30 3.1974 1.1633 -3.6659  0.04
H31 -4.6313 -1.7618 1.3168  0.09
H32 -4.2351 -4.1761 1.2584  0.12
H33 -2.4290 -5.0861 -0.2366  0.11
H34 -0.9314 -3.4436 -1.3483  0.09
H35 -2.4433 1.0906 2.9574  0.00
H36 -3.3345 -0.4236 3.0885  0.01
H37 -4.0481 1.0652 3.7006  0.05
H38 -3.3286 3.3421 0.9753  0.00
H39 -4.7987 3.2921 1.9213  0.04
H40 -4.9013 3.1882 0.1719  0.02
H41 -6.2398 -0.4501 1.9675  0.03
H42 -6.7665 0.6754 0.7134  0.01
H43 -6.4470 1.2437 2.3437  0.04
H44 -3.4600 -1.3993 -3.1403  0.03
H45 -3.5874 0.2381 -3.7866  0.01
H46 -4.9666 -0.8511 -3.8630  0.05
H47 -5.6171 -2.3572 -1.4214  0.04
H48 -6.8755 -1.2312 -1.9053  0.05
H49 -6.4601 -1.3919 -0.2056  0.02
H50 -5.2604 2.4528 -2.0498  0.01
H51 -6.5118 1.7523 -1.0236  0.03
H52 -6.4489 1.3596 -2.7336  0.05
C39 1.2685 4.4974 -0.3221  -0.07
N5 2.6556 4.3478 -0.7360  -0.18
C40 3.4998 5.4564 -0.2859  -0.04
C41 3.0891 3.1914 -1.2467  -0.17
N6 1.7041 0.8318 -0.2771  -0.26
N7 4.3456 3.1770 -1.7344  -0.19
C42 5.0805 1.9265 -1.8048  -0.06
C43 5.0271 4.2809 -2.4079  -0.05
H53 0.7857 5.3024 -0.8793  0.11
H54 1.2202 4.7303 0.7430  0.10
H55 0.7108 3.5819 -0.4901  0.02
H56 3.1011 5.8193 0.6606  0.09
H57 3.5152 6.2907 -0.9880  0.10
H58 4.5132 5.1083 -0.1123  0.09
H59 2.6060 0.3629 -0.3568  0.04
H60 4.5304 1.1480 -1.2853  0.07
H61 6.0439 2.0482 -1.3050  0.10
H62 5.2672 1.6207 -2.8364  0.09
H63 4.3206 5.0673 -2.6546  0.08
H64 5.4386 3.8950 -3.3425  0.10
H65 5.8497 4.7003 -1.8260  0.09
N8 1.3660 -3.5662 -3.2093  -0.01
N9 1.6933 -2.7433 -2.0844  -0.12
H66 2.1890 -4.0811 -3.5117  0.09
H67 1.0981 -2.9540 -3.9695  0.05
H68 2.5449 -2.2037 -2.2401  0.08
H69 1.9089 -3.3529 -1.3042  0.04

Atoms 1-3, force components in eV/Å:
Zr 0.333 -0.002 -0.440
C 0.015 -0.012 -0.011
C 0.001 -0.002 -0.038

Computed properties:
net charge	+1
calculated total energy	-114288.0303	eV
frontier orbital gap	7.7	eV